A structure of composition C8H17P2W in a non-equilibrium geometry. Source: OMol25; level of theory: wB97M-V/def2-TZVPD.

Summary:
Multiplicity: 3
Energy above the lowest of the compared OMol25 structures with the same formula, charge and spin in kJ/mol: 1.3
Expectation value of S²: 2.024
Charge: +1
HOMO energy (alpha / beta) in eV: -10.83 / -11.10
Lowest unoccupied orbital energy (alpha / beta) in eV: -4.31 / -4.23

Each line ends with the Löwdin spin population.
Atoms and positions in Å:
H 2.994 1.341 -2.192  -0.001
C -0.073 1.287 1.997  0.005
H -1.615 1.662 -1.448  0.010
H -2.561 -2.702 -0.474  0.013
C 1.915 1.056 -2.098  0.004
C 1.152 0.401 -3.105  0.017
H -1.987 -0.970 2.063  0.000
C -0.965 -1.345 2.232  0.018
P -2.036 -1.484 -1.080  0.086
H -0.931 -2.434 2.054  0.001
H 2.579 0.051 1.541  0.000
H 1.369 1.919 -0.046  0.003
C -0.268 0.639 -2.907  0.004
H -2.708 -1.382 -2.366  0.010
C -0.600 1.229 -1.645  0.104
H -3.086 -0.661 -0.537  -0.001
H 2.281 -1.678 1.728  0.002
H -0.783 -1.205 3.310  0.002
C 1.876 -0.670 1.975  0.024
H -1.056 0.460 -3.661  0.004
H -0.032 1.315 3.103  0.000
H 1.824 -0.534 3.069  0.003
H 0.666 1.988 1.599  0.000
W 0.230 -0.657 -1.124  1.602
P 0.228 -0.371 1.277  0.077
H 1.446 -0.137 -4.046  0.006
H -1.057 1.652 1.711  0.000
C 1.199 1.231 -0.929  0.006


A cluster of 2 separate species, C4H11N3O2 in total in a non-equilibrium geometry. Source: OMol25; level of theory: wB97M-V/def2-TZVPD.

Summary:
Energy above the lowest of the compared OMol25 structures with the same formula, charge and spin in kJ/mol: 78.7
SMILES: [H]/N=C(/N)NC.CC(=O)O
HOMO energy in eV: -9.02
Lowest unoccupied orbital energy in eV: 0.75

Each line ends with the natural charge from an NBO analysis.
Atoms and positions in Å:
H 2.205 1.234 2.473  0.407
H 2.322 1.145 -0.898  0.354
C -1.412 -3.599 -0.796  -0.730
H -2.159 -4.303 -0.426  0.233
H -0.517 -4.163 -0.998  0.240
H 0.019 3.293 0.728  0.382
O 0.151 -2.016 -0.153  -0.712
H 0.609 1.909 2.603  0.385
C -0.366 2.158 -0.966  -0.414
H -1.203 1.554 -0.624  0.184
N 2.064 0.870 0.036  -0.826
N 1.444 1.744 2.064  -0.821
H -0.721 3.026 -1.523  0.204
H 0.257 -1.068 0.032  0.509
C 1.343 1.675 0.704  0.585
O -1.801 -1.925 0.925  -0.584
C -1.110 -2.469 0.112  0.794
N 0.477 2.612 0.138  -0.643
H 0.191 1.562 -1.683  0.210
H -1.794 -3.240 -1.748  0.245


A structure of composition C19H51F3O10Y in a non-equilibrium geometry. Source: OMol25; level of theory: wB97M-V/def2-TZVPD.

Summary:
Multiplicity: 2
Expectation value of S²: 0.758
Charge: +2
HOMO energy (alpha / beta) in eV: -13.84 / -13.84
Lowest unoccupied orbital energy (alpha / beta) in eV: -7.86 / -10.73

Each line ends with the Löwdin spin population.
Atoms and positions in Å:
C -3.742 -2.950 -1.227  0.000
C -3.343 -3.338 0.157  0.000
C 1.135 1.027 4.692  0.000
H 2.061 -3.661 -0.413  0.000
H 4.171 -2.386 1.183  0.000
C -0.065 1.745 4.208  0.000
H -1.928 -0.985 -4.715  0.027
H -2.951 -2.035 2.914  0.000
C 4.121 -1.361 -1.301  0.000
H 0.798 -0.649 -0.370  0.000
C 0.096 -4.214 -1.100  0.000
H 1.052 0.798 5.755  0.000
O -0.251 3.866 0.899  0.000
H -4.470 -0.398 4.255  0.000
H 2.162 -4.706 -1.703  0.000
C -2.633 -1.083 3.341  0.000
C 2.638 2.611 -0.027  0.000
H 2.026 2.527 0.870  0.000
C -3.482 -0.749 4.553  0.000
H 1.765 -5.360 -0.201  0.000
H 1.043 6.632 2.265  0.000
H 2.600 1.590 -0.409  0.000
H -0.520 -4.094 -0.209  0.000
O -0.540 -5.204 -1.814  0.000
H 3.486 -2.056 -1.850  0.000
O -4.486 -2.941 0.850  0.000
H -0.282 3.208 1.598  0.000
O -3.678 -1.917 5.354  0.000
C -0.186 -0.283 -0.080  0.000
H -0.071 -2.407 -4.277  0.001
H 3.416 -0.820 -0.670  0.000
H -2.912 -3.116 -1.913  0.000
C 4.042 3.035 0.283  0.000
C 1.095 5.668 1.761  0.000
H -1.444 -0.567 -3.064  0.030
H -0.278 2.680 4.727  0.000
H -3.197 -4.418 0.137  0.000
H -4.580 -3.520 -1.628  0.000
O -0.402 1.033 -0.446  -0.001
H -3.000 1.334 -4.157  0.015
H 1.652 5.067 2.481  0.000
O -1.713 2.512 -3.342  0.358
H 5.951 -2.513 -0.999  0.000
H -0.992 5.797 0.842  0.000
O 0.164 2.211 2.896  0.000
H 4.581 -0.750 -2.077  0.000
C -1.127 -0.565 -4.107  0.062
H 4.634 3.194 -0.617  0.000
H 1.394 0.132 4.127  0.000
H 2.641 3.616 -1.579  0.000
H -1.622 -1.275 3.700  0.000
F -1.379 2.882 -6.543  0.004
H -0.937 5.023 2.435  0.000
H -4.523 -3.321 1.731  0.000
Y -0.293 3.145 -1.455  -0.004
H 1.626 5.877 0.832  0.000
H 0.463 1.454 2.386  0.000
H 0.684 -1.133 -5.185  0.000
H -2.999 0.048 5.118  0.000
C -0.409 5.141 1.488  0.000
H 5.931 -1.358 0.090  0.000
H -4.041 -1.763 6.230  0.000
C -2.366 2.211 -5.933  0.014
H 0.858 -1.270 -3.407  0.002
H -0.966 1.139 4.295  0.000
C 5.202 -2.016 -0.383  0.000
H -2.532 -0.268 2.625  0.000
F -3.413 3.029 -6.022  0.005
O 4.558 -2.929 0.492  0.000
C 0.168 -1.344 -4.248  0.006
C -2.030 1.735 -4.450  0.010
C 1.526 -4.510 -0.840  0.000
H 4.460 2.284 0.954  0.000
H 3.971 4.032 0.718  0.000
O -0.932 0.786 -4.552  0.469
H -2.484 -2.825 0.588  0.000
H -4.055 -1.909 -1.303  0.000
H -0.122 -3.296 -1.646  0.000
H -0.125 -0.348 1.006  0.000
H -0.982 -5.801 -1.205  0.000
H 1.899 1.804 4.642  0.000
O 2.010 3.468 -0.871  0.000
F -2.675 1.090 -6.734  0.000
H -0.918 -1.022 -0.407  0.000


A cluster of 15 separate species, C37H93N10O20 in total in a non-equilibrium geometry. Source: OMol25; level of theory: wB97M-V/def2-TZVPD.

Summary:
Charge: +1
HOMO energy in eV: -11.35
Lowest unoccupied orbital energy in eV: -4.35

Each line ends with the Mulliken charge.
Atoms and positions in Å:
C 14.085 7.762 -21.932  -1.407
H 21.098 16.820 -26.014  -0.077
H 9.111 10.845 -23.140  0.395
H 15.281 16.572 -31.159  0.419
H 16.246 11.304 -26.752  1.001
H 18.460 11.442 -22.509  -0.392
H 14.379 16.879 -26.915  -0.359
O 15.734 15.408 -28.406  -0.392
C 18.304 20.093 -25.334  -0.607
H 20.032 18.720 -21.085  0.257
H 19.610 19.293 -26.917  0.469
C 16.009 15.475 -29.602  0.597
H 22.821 13.977 -28.043  0.369
H 19.817 20.298 -24.208  0.261
H 13.147 19.005 -28.262  0.420
C 19.169 10.069 -21.106  -0.725
H 17.946 15.242 -29.291  0.104
C 20.956 14.765 -28.682  0.346
H 19.338 12.190 -21.149  0.357
H 18.090 15.129 -23.109  -0.122
H 20.653 7.921 -27.016  0.469
H 15.702 12.913 -18.688  0.372
H 18.749 20.176 -28.459  0.332
H 18.060 11.500 -30.837  0.144
C 15.203 8.701 -22.291  0.966
H 14.265 15.712 -16.977  0.320
C 9.739 10.442 -22.339  -1.245
C 21.863 13.574 -28.378  -0.488
H 13.666 20.362 -26.007  0.363
C 16.213 10.893 -30.051  0.717
H 18.465 21.174 -25.349  0.512
C 17.250 14.493 -23.404  -0.880
H 18.527 16.472 -25.423  -0.159
H 17.360 9.300 -30.935  0.295
H 18.460 15.930 -20.223  0.079
H 13.003 15.686 -22.328  0.173
O 23.300 17.406 -23.792  -0.625
H 15.806 8.834 -30.204  0.270
H 16.391 14.895 -22.869  0.358
H 15.330 18.865 -25.745  -0.025
C 16.321 9.594 -30.792  -1.053
H 20.194 10.215 -30.321  0.228
H 13.173 17.882 -26.067  0.151
H 19.277 9.798 -20.051  0.354
C 13.855 17.833 -26.925  0.512
C 18.575 11.459 -21.418  0.447
H 23.602 16.774 -26.835  0.073
H 18.189 18.340 -26.536  -0.579
H 14.686 14.895 -31.246  0.330
H 14.270 12.521 -23.704  0.617
H 15.820 9.488 -31.756  0.295
H 24.770 17.415 -25.760  0.357
H 13.087 8.161 -21.764  0.214
N 21.563 16.813 -25.124  0.481
H 14.120 15.453 -19.163  -0.046
C 20.555 8.980 -27.254  -0.651
H 9.626 10.981 -21.404  0.282
H 20.213 10.061 -21.430  0.302
C 22.665 12.164 -23.723  -1.327
H 21.323 10.756 -29.054  0.167
H 17.392 15.221 -31.022  0.221
H 21.423 12.873 -27.673  -0.186
H 20.675 18.281 -22.616  0.040
O 18.923 8.725 -28.925  -0.612
H 18.671 11.870 -26.291  0.461
N 17.277 15.390 -30.037  -0.076
N 15.539 8.653 -23.597  -0.242
C 15.357 12.949 -25.590  1.876
C 18.167 13.833 -25.635  -2.500
H 17.061 12.742 -30.152  0.238
O 14.722 14.919 -17.265  -0.587
C 17.490 16.146 -25.387  -2.531
H 9.338 9.429 -22.292  0.324
H 12.550 10.051 -24.068  0.177
H 22.156 13.050 -29.291  0.289
H 22.589 13.100 -24.270  0.204
C 14.886 15.732 -30.580  -1.401
H 13.259 14.180 -18.347  0.456
H 22.458 9.592 -23.247  0.236
O 18.494 9.019 -21.754  -0.513
H 17.187 16.197 -26.438  0.539
O 17.280 11.607 -20.893  -0.207
C 17.159 14.716 -24.912  4.153
C 14.158 12.915 -26.549  -1.663
H 21.122 9.321 -24.400  0.203
H 15.879 12.103 -23.687  -0.314
H 23.702 11.829 -23.823  0.427
O 14.860 15.145 -25.199  -0.335
C 22.831 17.195 -24.903  0.735
H 13.145 16.351 -20.741  0.170
C 11.189 10.542 -22.757  0.823
O 13.151 18.050 -28.128  -0.535
H 16.584 12.724 -27.419  -0.124
O 12.679 18.785 -21.394  -0.592
H 14.170 12.013 -27.161  0.435
C 12.747 17.796 -22.394  -0.545
H 20.746 16.749 -28.724  0.182
H 13.944 13.750 -27.212  0.040
H 18.170 14.190 -26.669  0.128
C 15.112 13.533 -19.368  -0.325
H 16.877 16.920 -24.923  0.538
O 14.805 16.656 -22.031  -0.426
O 19.283 19.547 -24.476  -0.355
H 14.371 7.147 -21.075  0.369
H 22.412 16.193 -28.867  0.210
C 18.542 19.363 -26.695  0.520
H 23.667 18.533 -26.543  0.274
H 20.017 9.445 -26.431  -0.237
O 19.737 14.608 -28.728  -0.599
H 16.274 9.236 -23.966  0.110
H 22.576 12.251 -22.641  0.383
N 15.748 14.364 -25.299  1.469
H 16.705 10.980 -21.363  0.265
O 12.061 10.682 -21.910  -0.568
C 16.497 12.311 -26.410  -1.905
H 15.078 8.048 -24.255  0.210
H 15.636 18.957 -27.478  0.232
C 15.029 12.114 -24.377  -1.254
H 21.592 9.326 -27.278  0.342
H 17.629 8.992 -21.326  0.314
H 20.003 15.267 -19.996  0.238
H 16.864 13.481 -20.215  0.262
C 14.852 18.988 -26.722  -0.136
H 13.984 6.919 -22.621  0.463
C 23.738 17.553 -26.077  -0.938
C 19.514 16.209 -20.247  -1.063
N 21.663 9.905 -23.779  -0.341
H 14.779 11.074 -24.568  0.330
N 21.434 16.014 -28.712  -0.331
H 17.826 11.844 -24.747  -1.060
C 19.962 9.276 -28.607  0.619
H 14.060 16.112 -29.985  0.237
H 11.774 17.625 -22.848  0.429
H 13.441 18.135 -23.170  0.135
O 20.025 15.973 -22.545  -0.531
H 14.465 12.884 -19.961  0.284
C 14.263 14.534 -18.589  -0.370
C 19.986 16.739 -21.574  0.711
H 17.554 13.489 -23.117  -0.225
C 17.877 12.343 -25.716  0.658
H 19.157 14.126 -25.280  1.001
O 15.335 11.130 -29.248  -0.547
O 20.877 11.406 -25.212  -0.217
H 10.872 9.985 -24.705  0.175
O 15.681 9.540 -21.540  -0.845
H 13.597 18.978 -21.182  0.359
H 19.770 16.928 -19.469  0.449
C 21.707 11.127 -24.353  0.523
H 17.269 20.011 -24.996  0.128
O 14.205 20.267 -26.798  -0.589
H 13.230 12.724 -26.001  0.414
O 18.029 19.947 -27.871  -0.541
O 16.185 14.154 -20.086  -0.269
N 20.405 18.003 -21.685  -0.307
N 20.597 10.156 -29.400  -0.341
H 15.275 16.033 -21.460  0.128
H 20.971 16.728 -24.305  -0.264
N 17.199 11.775 -30.403  -0.277
C 13.407 16.547 -21.780  0.016
N 11.561 10.231 -24.016  -0.346